C43H44CrIN2O2P2S5 | the ωB97M-V functional and the def2-TZVPD basis

```
100
Properties=species:S:1:pos:R:3:forces:R:3:lowdin_spin:R:1
Cr -0.0159 1.3022 -0.0464 0.81 0.90 0.44 3.102
S -4.6179 6.9419 0.0170 -0.03 0.14 0.02 -0.009
C -3.5871 5.6798 -0.0309 0.06 -0.16 -0.03 -0.002
S -2.1380 5.6512 -1.0068 -0.20 -0.20 0.21 0.002
C -1.6497 4.0168 -0.6044 -0.17 0.05 0.20 -0.012
C -2.4300 3.3629 0.2821 -0.05 0.19 -0.17 -0.010
S -2.1251 1.7336 0.7666 0.04 -0.23 -0.14 -0.069
S -3.8310 4.2177 0.8884 0.22 0.18 -0.25 0.002
S -0.2494 3.2851 -1.3020 0.09 -0.52 0.03 -0.085
C 0.9067 -3.0677 -0.2351 -0.26 0.25 0.06 0.000
C 1.0041 -2.1077 0.9779 -0.15 0.02 -0.64 0.003
P -0.3670 -0.9068 1.3206 0.29 -0.88 0.67 -0.008
C 0.0405 -0.4226 3.0554 -0.07 0.20 -0.04 0.000
C -0.8419 0.4691 3.6678 0.07 -0.12 0.01 -0.003
C -0.6401 0.8740 4.9749 -0.09 0.05 0.01 0.000
C 0.4252 0.3717 5.7069 -0.01 -0.10 0.02 -0.001
C 1.2991 -0.5191 5.1101 0.04 0.00 0.04 0.000
C 1.1222 -0.8990 3.7876 -0.07 -0.09 -0.14 -0.001
C -1.7659 -2.0196 1.8110 -0.09 0.24 -0.27 -0.006
C -3.0472 -1.9028 1.2828 0.13 0.07 -0.10 0.000
C -4.0701 -2.7272 1.7264 -0.10 -0.03 0.02 0.000
C -3.8347 -3.6600 2.7238 -0.03 0.05 -0.03 0.000
C -2.5712 -3.7552 3.2855 0.09 -0.04 0.01 0.000
C -1.5450 -2.9431 2.8315 0.02 -0.10 -0.08 -0.001
C 0.6292 -2.4494 -1.6230 -0.25 0.16 0.68 0.001
P -1.1919 -2.1437 -1.8207 0.09 -0.07 -0.59 0.003
C -1.2682 -0.8083 -3.0846 -0.14 -0.09 0.05 0.004
C -0.2783 -0.5168 -4.0237 -0.02 0.00 0.22 0.001
C -0.4691 0.4887 -4.9566 0.12 0.10 0.01 0.000
C -1.6591 1.1992 -4.9837 -0.03 0.06 -0.01 0.000
C -2.6764 0.8801 -4.0973 0.07 0.08 -0.02 0.000
C -2.4770 -0.1094 -3.1497 0.15 -0.04 0.00 0.003
C -1.5934 -3.5645 -2.9297 -0.16 0.01 0.34 0.001
C -2.5656 -4.4592 -2.4936 0.10 0.07 0.01 0.000
C -2.9030 -5.5635 -3.2632 -0.08 -0.08 -0.05 0.000
C -2.2760 -5.7773 -4.4790 0.00 -0.02 0.05 0.000
C -1.3098 -4.8848 -4.9239 0.04 0.03 -0.07 0.000
C -0.9722 -3.7832 -4.1571 -0.06 -0.10 0.03 0.000
H 0.1155 -3.7947 -0.0235 0.13 -0.14 0.02 0.000
H 1.8556 -3.6090 -0.2831 -0.08 -0.07 0.08 0.000
H 1.8862 -1.4632 0.8851 0.04 -0.10 0.11 0.000
H 1.1068 -2.7341 1.8654 0.12 0.10 -0.03 0.000
H -1.6880 0.8485 3.1119 -0.01 0.03 0.09 -0.001
H -1.3191 1.5857 5.4234 -0.06 0.01 0.03 0.000
H 0.5592 0.6593 6.7402 0.05 0.07 0.03 0.000
H 2.1416 -0.9139 5.6618 0.02 0.02 0.03 0.000
H 1.8497 -1.5659 3.3490 0.03 0.05 -0.05 0.000
H -3.2516 -1.1630 0.5217 0.04 0.03 -0.09 0.000
H -5.0582 -2.6336 1.2964 -0.03 0.03 -0.01 0.000
H -4.6339 -4.2988 3.0740 -0.03 -0.01 0.01 0.000
H -2.3837 -4.4537 4.0898 0.02 -0.05 0.00 0.000
H -0.5683 -3.0210 3.2907 -0.01 0.00 0.05 0.000
H 0.9860 -3.1260 -2.4007 0.09 0.20 -0.05 0.000
H 1.1337 -1.4884 -1.6876 0.13 0.01 -0.16 0.001
H 0.6411 -1.0916 -4.0450 0.08 0.05 0.09 0.000
H 0.3238 0.7261 -5.6537 -0.01 0.01 -0.08 0.000
H -1.7917 2.0064 -5.6901 -0.02 0.00 -0.08 0.000
H -3.6133 1.4196 -4.1317 -0.01 0.00 0.02 0.000
H -3.2740 -0.3551 -2.4601 0.00 0.03 0.13 0.000
H -3.0524 -4.2784 -1.5429 -0.04 -0.05 0.03 0.000
H -3.6602 -6.2535 -2.9172 -0.03 -0.03 0.03 0.000
H -2.5353 -6.6366 -5.0822 -0.02 -0.02 -0.01 0.000
H -0.8233 -5.0477 -5.8764 0.01 0.00 -0.03 0.000
H -0.2299 -3.0883 -4.5254 0.03 0.01 -0.02 0.000
I 0.6699 7.6367 4.5058 0.01 -0.34 -0.05 0.000
C 0.9681 5.6539 3.8494 -0.09 0.37 0.05 0.000
C 0.4755 5.2760 2.6127 0.00 0.09 0.00 0.000
C 0.7494 4.0010 2.1419 0.04 -0.14 0.02 0.002
C 1.5112 3.1134 2.8907 0.05 0.03 0.03 0.002
C 1.9562 3.4998 4.1522 0.02 -0.03 -0.08 0.000
C 1.6872 4.7677 4.6369 0.00 0.00 0.10 0.000
C 1.9793 1.7830 2.3531 0.15 0.33 0.32 0.008
O 2.9626 1.2566 2.8478 -0.13 -0.04 -0.17 0.006
O 1.3336 1.2641 1.3567 -0.37 0.05 -0.73 0.038
H -0.0907 5.9729 2.0094 -0.02 -0.02 -0.02 0.000
H 0.3956 3.7199 1.1608 -0.05 0.02 0.00 0.002
H 2.5305 2.7920 4.7334 0.06 0.02 0.01 0.000
H 2.0475 5.0712 5.6102 0.01 -0.01 0.00 0.000
C 3.7294 -1.1062 -2.3801 0.06 0.15 -0.11 0.000
C 3.6095 0.1970 -3.1716 -0.13 -0.17 0.15 0.001
N 3.8116 1.3768 -2.3400 -0.07 0.03 -0.07 0.007
C 5.1058 2.0296 -2.4738 0.26 0.06 0.16 0.001
C 6.2400 1.2997 -1.7572 -0.12 0.09 -0.06 0.000
C 2.8838 1.7545 -1.4287 0.05 0.08 0.04 0.007
C 3.2102 2.8923 -0.5133 -0.08 -0.06 0.10 0.001
N 1.7245 1.1791 -1.3220 -0.67 -0.56 -0.27 0.005
H 3.3915 -1.9450 -2.9865 -0.01 -0.09 0.02 0.000
H 3.1326 -1.0619 -1.4731 -0.01 -0.06 0.05 0.000
H 4.7618 -1.2807 -2.0857 0.05 -0.02 -0.01 0.000
H 2.6390 0.2714 -3.6741 0.02 -0.04 0.01 0.000
H 4.3647 0.2103 -3.9567 -0.04 0.10 -0.02 0.000
H 5.0378 3.0443 -2.0932 -0.01 0.00 -0.07 0.000
H 5.3344 2.0983 -3.5401 -0.06 0.08 0.03 0.000
H 5.9950 1.1431 -0.7078 0.00 -0.01 0.06 0.000
H 7.1450 1.9028 -1.8135 0.07 -0.03 0.00 0.000
H 6.4480 0.3320 -2.2114 0.01 -0.04 -0.01 0.000
H 3.4725 3.7858 -1.0769 -0.01 0.02 0.00 0.000
H 4.0363 2.6284 0.1464 0.06 0.02 0.03 0.000
H 2.3362 3.1128 0.0874 0.06 0.05 -0.01 0.000
H 1.5515 0.5138 -2.0659 0.09 -0.11 -0.13 0.004
```
Positions in Å, forces in eV/Å.

Results
Multiplicity   4
Lowest unoccupied orbital energy (spin up / spin down)   -0.98 / 0.03 eV
HOMO level (spin up / spin down)   -7.18 / -7.18 eV
Energy above the lowest of the compared OMol25 structures with the same formula, charge and spin   30.0 kcal/mol
HOMO-LUMO gap (spin up / spin down)   6.193 / 7.212 eV



C43H45AgNO4Te | the ωB97M-V functional and the def2-TZVPD basis

```
95
Properties=species:S:1:pos:R:3:forces:R:3:lowdin_spin:R:1
Ag 0.7414 -0.0840 -1.7541 0.14 0.04 -0.10 0.017
C 6.6492 -1.9816 -5.3211 -0.01 -0.02 -0.02 0.000
O 5.7479 -3.0571 -5.4620 0.08 0.02 -0.03 0.000
C 4.5975 -2.9920 -4.7193 -0.03 -0.04 0.01 0.000
C 3.7253 -4.0953 -4.8833 0.03 0.06 0.02 0.000
C 2.5616 -4.1008 -4.1685 -0.02 0.01 0.02 0.000
C 2.1761 -3.0680 -3.2831 0.01 -0.01 -0.02 0.000
C 0.9262 -3.1885 -2.5652 0.04 -0.01 0.07 0.000
C 0.0801 -4.4444 -2.7440 0.00 -0.02 -0.03 0.000
O 0.4654 -2.3492 -1.7868 -0.05 0.05 -0.05 0.000
C 3.0624 -1.9319 -3.1137 0.02 -0.06 -0.02 0.000
O 2.8548 -0.9475 -2.3625 -0.11 -0.02 -0.04 0.004
C 4.2912 -1.9631 -3.8800 -0.07 0.02 0.04 0.000
H 7.4940 -2.2019 -5.9709 0.00 0.00 -0.01 0.000
H 6.9994 -1.8841 -4.2901 0.00 -0.01 0.01 0.000
H 6.1909 -1.0362 -5.6240 0.01 0.01 -0.01 0.000
H 3.9991 -4.8994 -5.5524 0.00 0.01 0.00 0.000
H 1.9003 -4.9491 -4.2925 0.01 0.00 0.00 0.000
H 0.6304 -5.3456 -2.4688 0.01 0.02 0.01 0.000
H -0.2455 -4.5536 -3.7807 -0.01 0.00 0.01 0.000
H -0.7915 -4.3405 -2.1021 0.00 -0.01 0.00 0.000
H 4.9385 -1.1100 -3.7344 -0.01 -0.02 0.00 0.000
C 1.7084 2.6176 -3.5937 0.04 0.02 -0.01 0.018
C 0.6000 2.9587 -2.6022 -0.11 -0.04 0.12 0.019
O 0.2015 4.1455 -2.5613 -0.01 -0.01 0.01 0.028
N 0.1619 1.9665 -1.8343 0.20 -0.04 -0.11 0.272
Te -1.0749 2.7006 -0.2475 -0.06 0.06 0.01 0.331
C -3.1683 3.3487 0.3963 0.04 -0.05 0.05 0.180
C -3.9150 4.1350 -0.4798 -0.04 0.02 -0.01 0.007
C -3.4311 4.5347 -1.8567 -0.02 0.01 0.00 0.019
C -5.1865 4.5745 -0.0935 0.02 0.02 -0.01 0.003
C -5.7208 4.2653 1.1441 0.02 -0.01 0.01 -0.004
C -7.0897 4.7474 1.5489 -0.01 0.01 0.00 -0.001
C -4.9495 3.5045 2.0188 -0.01 -0.02 -0.02 0.010
C -3.6848 3.0449 1.6681 -0.04 0.01 -0.01 0.027
C -2.8999 2.2422 2.6736 -0.02 0.03 0.01 0.007
C -1.6129 0.6570 0.0211 0.01 0.02 -0.03 0.005
C -2.5418 0.0861 -0.8623 0.01 -0.03 0.02 0.003
C -3.1448 0.8519 -2.0107 0.01 -0.01 -0.03 0.005
C -2.8916 -1.2505 -0.6974 0.02 0.01 0.00 0.001
C -2.3570 -2.0252 0.3225 0.01 0.03 0.00 0.000
C -2.7097 -3.4804 0.4677 0.00 -0.01 0.00 0.000
C -1.4413 -1.4450 1.1855 0.01 -0.02 0.02 -0.001
C -1.0276 -0.1205 1.0345 0.02 -0.02 -0.01 0.001
C 0.0605 0.3681 1.9536 -0.03 0.02 -0.02 0.009
H 1.5181 3.1465 -4.5281 0.00 -0.01 -0.01 0.003
H 1.8140 1.5492 -3.7717 -0.03 -0.02 0.02 0.001
H 2.6529 2.9839 -3.1849 -0.01 0.02 0.00 0.000
H -2.3523 4.4435 -1.9807 -0.01 0.00 0.00 0.014
H -3.7086 5.5704 -2.0669 -0.02 -0.01 0.00 0.001
H -3.9013 3.9106 -2.6226 0.02 -0.02 0.00 0.000
H -5.7648 5.1812 -0.7866 0.00 0.00 0.01 0.000
H -7.5615 5.3098 0.7417 0.01 0.00 0.00 0.000
H -7.0387 5.3983 2.4255 0.00 0.00 0.00 0.000
H -7.7460 3.9119 1.8043 0.01 0.00 0.00 0.000
H -5.3435 3.2631 3.0030 0.00 0.00 0.00 0.002
H -3.4245 2.1971 3.6296 0.01 0.02 -0.01 0.000
H -1.9119 2.6773 2.8437 -0.01 0.00 -0.03 0.003
H -2.7354 1.2220 2.3279 -0.03 0.00 0.00 0.000
H -2.3746 1.3849 -2.5733 0.00 -0.01 0.03 0.001
H -3.8725 1.5863 -1.6603 -0.01 0.04 0.03 0.000
H -3.6538 0.1667 -2.6919 0.00 0.01 0.02 0.000
H -3.5915 -1.6972 -1.3983 0.00 -0.01 0.01 0.000
H -3.5221 -3.7620 -0.2051 0.00 0.00 0.00 0.000
H -3.0084 -3.7137 1.4914 0.00 0.00 0.00 0.000
H -1.8417 -4.1031 0.2377 0.00 0.01 0.00 0.000
H -0.9901 -2.0311 1.9783 -0.03 0.00 -0.02 0.000
H -0.2386 0.1827 2.9882 -0.02 -0.01 -0.10 0.000
H 0.1860 1.4454 1.8494 -0.02 0.00 0.00 0.008
H 1.5232 -0.3984 0.5954 0.01 -0.04 -0.02 0.000
C 0.3976 -3.2423 6.0686 0.02 0.01 -0.07 0.000
C 0.4594 -1.8728 5.8160 0.01 0.01 -0.03 0.000
C 0.8179 -1.3534 4.5843 0.06 -0.02 0.05 0.000
C 1.1572 -2.1958 3.4598 -0.04 -0.03 0.06 0.000
C 1.0811 -3.6097 3.7636 0.00 0.04 0.00 0.000
C 0.7248 -4.0931 4.9968 0.00 0.01 0.00 0.000
C 1.5026 -1.7581 2.1948 0.03 0.00 0.04 0.000
C 1.4338 -0.3454 1.6890 -0.08 0.11 0.05 0.000
C 2.5644 0.5953 2.1064 0.00 0.00 0.03 0.000
C 3.4379 0.2924 3.1453 0.00 0.01 -0.02 0.000
C 4.4535 1.1734 3.4999 -0.01 0.01 -0.01 0.000
C 4.6264 2.3659 2.8099 -0.01 -0.02 0.00 0.000
C 3.7741 2.6687 1.7542 -0.01 -0.03 -0.01 0.000
C 2.7548 1.7919 1.4126 -0.01 0.02 0.01 0.000
H 0.1122 -3.6317 7.0379 0.00 0.00 0.00 0.000
H 0.2256 -1.1724 6.6147 0.00 -0.01 0.01 0.000
H 0.8870 -0.2762 4.4851 0.06 -0.07 0.05 0.000
H 1.3221 -4.3071 2.9657 0.00 0.00 0.01 0.000
H 0.6929 -5.1709 5.1397 0.00 0.00 0.01 0.000
H 1.7172 -2.5154 1.4479 0.01 0.00 0.00 0.000
H 3.3173 -0.6533 3.6584 -0.03 -0.01 0.02 0.000
H 5.1172 0.9199 4.3194 0.01 0.01 0.00 0.000
H 5.4243 3.0478 3.0831 -0.01 0.00 0.00 0.000
H 3.9060 3.5843 1.1884 0.00 -0.01 0.01 0.000
H 2.1006 2.0289 0.5773 0.01 0.00 0.01 0.001
```
Positions in Å, forces in eV/Å.

Results
Multiplicity   2
Lowest unoccupied orbital energy (spin up / spin down)   3.98 / 3.97 eV
HOMO level (spin up / spin down)   -0.13 / -0.13 eV
Energy above the lowest of the compared OMol25 structures with the same formula, charge and spin   0.0 kcal/mol
HOMO-LUMO gap (spin up / spin down)   4.112 / 4.103 eV
Total charge   -2